Record 1
Below is a structure of composition CH6N3O in a non-equilibrium geometry, with properties calculated with ωB97M-V with the def2-TZVPD basis set.

Geometry as XYZ:
```
11
Properties=species:S:1:pos:R:3:forces:R:3:nbo_charge:R:1
O 1.740695 1.165757 -0.219936 0.94 2.85 -2.44 -0.326
N 0.094612 -0.791137 0.157400 2.38 0.23 -1.54 -0.593
N 1.648024 0.134437 0.312202 -1.81 -3.64 4.48 0.031
N -0.982251 1.340132 0.236105 1.09 -3.45 -1.51 -0.777
C -0.915060 -0.050560 0.181500 -2.64 0.43 1.68 0.360
H 0.315635 -1.725041 0.447282 -1.29 -0.73 -0.27 0.432
H -1.832286 -0.619913 0.372001 -0.31 0.62 -0.05 0.216
H -0.251609 1.736474 -0.422879 -1.84 0.57 1.33 0.459
H 1.175509 0.039083 1.260973 1.85 1.15 -0.08 0.377
H 2.146208 -0.747802 0.128675 0.99 0.53 -0.86 0.381
H -1.985210 1.500718 0.328675 0.65 1.45 -0.74 0.439
```
Positions in Å, forces in eV/Å.

Computed properties:
charge	+1
orbital gap	10.66	eV

---

Record 2
Below is a cluster of 8 separate species, C33H77Br2Cl2N3O10P in total, with properties calculated with ωB97M-V with the def2-TZVPD basis set.

Geometry as XYZ:
```
128
Properties=species:S:1:pos:R:3:forces:R:3:mulliken_charge:R:1
Br -0.219808 -1.262566 -3.315267 0.13 0.22 0.03 -0.188
Br -0.973517 3.994630 0.628089 0.09 0.04 0.07 -0.273
Cl -1.592497 -4.458661 3.101415 0.23 -0.40 -0.02 -0.175
Cl 1.385722 0.853982 2.675814 -0.06 0.15 -0.02 -0.229
P -1.865180 2.389984 -0.641986 0.43 0.17 0.18 0.569
O -3.403770 2.857148 -0.676255 -0.22 0.29 0.02 -0.590
O 3.232011 -0.125948 -2.209063 0.01 0.07 0.13 -0.428
O -5.543401 0.806407 1.246883 0.07 -0.28 -0.06 -0.496
O 0.723560 5.916893 -3.090573 -0.06 0.01 -0.02 -0.477
O -5.402426 5.422080 -8.379503 0.03 -0.04 0.00 -0.506
O 1.761642 -5.918208 3.891983 0.04 0.08 -0.01 -0.402
O -3.980655 4.972705 -3.009548 0.05 -0.15 0.20 -0.585
O 0.563726 -6.889917 7.331917 0.25 -0.09 0.02 -0.469
O -1.983485 -2.130057 4.129985 -0.22 -0.37 -0.51 -0.480
O 5.881375 -2.841752 4.763375 -0.04 0.07 -0.06 -0.478
N -2.045180 1.088461 0.558893 -0.56 -0.56 -0.36 0.496
N -4.248831 1.264508 1.229357 0.23 -0.06 0.37 0.298
N -3.487503 -0.763054 0.372973 -0.05 0.00 0.93 -0.108
C -1.193027 -1.145497 1.168907 0.00 0.07 0.09 0.208
C -5.292106 5.711488 -10.790657 -0.05 0.02 0.07 -1.383
C -3.266431 0.514340 0.746174 0.24 0.24 -0.54 -0.362
C -0.329802 7.857740 -2.089254 -0.09 -0.08 -0.05 -1.098
C -3.193534 -2.512377 2.098396 -0.25 0.27 -0.27 -1.284
C -1.074216 -5.288697 6.619414 -0.02 0.04 0.10 -0.656
C 2.895572 -7.931495 4.594288 -0.13 -0.09 0.06 -1.210
C 1.006497 -1.852408 2.378351 -0.01 -0.14 -0.19 -1.084
C -2.326659 -2.517422 -1.764142 -0.08 0.01 -0.09 -0.966
C -0.953835 -2.796878 -2.393484 -0.14 -0.31 0.16 -0.752
C -0.730575 -5.788869 9.088385 0.02 -0.14 -0.07 -1.472
C -3.898471 3.969531 -9.617989 -0.04 0.01 0.08 -1.163
C 2.052278 -0.763562 2.265829 0.00 0.00 0.06 -0.032
C 5.652508 0.101209 -2.237874 -0.05 -0.05 0.02 -1.318
C -3.966699 5.178397 -5.447418 -0.10 0.01 0.19 -1.312
C 0.956223 7.247342 -2.620377 0.02 0.07 0.09 0.414
C 3.055696 -6.492541 4.135133 0.03 -0.04 0.10 0.451
C -0.990805 0.068368 0.281026 -0.10 0.07 -0.10 -1.370
C 4.313108 0.815434 -2.172883 -0.02 -0.03 -0.03 0.526
C 4.158509 1.852653 -3.271846 -0.06 -0.04 0.00 -1.360
C -2.538523 3.481802 -4.205635 -0.16 0.08 0.12 -0.928
C -3.167868 4.860694 -4.200237 0.07 0.02 -0.11 0.658
C 3.828009 -5.650521 5.135583 -0.08 0.04 0.01 -1.029
C 0.082237 -2.023401 1.153963 -0.09 0.25 0.14 -1.557
C -4.544987 5.342836 -9.519722 0.05 -0.01 -0.08 0.454
C -2.536978 -1.853493 0.820100 0.10 0.35 -0.04 1.271
C 7.289611 -1.425310 3.378671 -0.01 -0.08 0.02 -1.478
C 2.065468 7.262078 -1.581132 0.00 -0.07 -0.04 -1.218
C -2.265407 -2.856246 3.224104 0.35 0.49 0.55 0.840
C -0.095546 -5.684503 7.713144 -0.08 0.09 -0.16 0.449
C -2.530852 -2.911050 -0.290044 0.10 -0.22 -0.11 -1.238
C 5.894314 -1.690322 3.920930 0.05 0.07 0.03 0.660
C 5.325674 -0.479276 4.644967 -0.02 -0.07 0.01 -1.362
H 2.874383 -0.924278 2.959313 -0.05 -0.01 0.00 -0.185
H -1.873562 -6.029489 6.524010 0.00 0.00 0.04 0.333
H 0.708403 -4.946619 7.738422 0.02 0.04 0.07 0.241
H -1.821481 -3.689073 -0.003916 -0.03 -0.10 0.02 0.388
H 1.281681 7.797473 -3.504010 0.00 0.00 -0.04 0.264
H -2.021828 3.398093 -3.253677 0.31 -0.32 -0.01 -0.079
H -1.104739 7.848534 -2.855858 0.01 0.02 -0.02 0.256
H -3.512661 -3.386947 -0.231808 0.01 -0.02 -0.01 0.722
H 5.281992 0.390655 3.988309 0.01 0.02 -0.02 0.369
H 6.478848 0.807656 -2.158509 0.01 0.02 -0.01 0.391
H 5.954904 -0.224001 5.501574 0.00 0.03 -0.01 0.441
H 7.669110 -2.301942 2.855153 0.00 -0.01 0.00 0.358
H 4.828856 -6.050394 5.299977 0.01 -0.02 0.00 0.403
H 0.646803 -1.775977 0.249882 0.02 -0.19 -0.08 0.779
H -0.540603 -5.243547 5.672462 -0.07 0.07 -0.07 -0.193
H -4.628741 5.705019 -11.655768 0.02 -0.01 0.00 0.379
H -0.214861 -3.134845 -1.670781 0.04 0.16 0.03 0.335
H -0.696399 7.275897 -1.237594 0.03 0.03 0.04 0.217
H -1.185882 -4.843807 9.385643 0.00 0.01 -0.03 0.379
H -6.096108 4.993523 -10.975069 0.01 -0.02 -0.03 0.364
H -1.528057 -4.314746 6.810914 0.01 0.00 0.00 0.395
H -0.074943 -7.610030 7.303317 -0.08 0.02 0.05 0.324
H -4.785158 4.465097 -5.576454 0.02 -0.03 -0.04 0.351
H 7.974015 -1.196754 4.200034 0.00 0.03 0.00 0.373
H -3.343039 5.131087 -6.338456 0.02 -0.02 0.00 0.257
H -3.917593 -1.827809 2.546570 0.10 0.12 -0.10 0.297
H 3.303369 -5.640126 6.096083 0.01 -0.05 0.01 0.200
H 6.457585 -2.665393 5.514779 0.02 -0.03 0.04 0.307
H -4.728231 4.375773 -3.130652 -0.14 0.10 -0.10 0.392
H 2.338074 -8.510486 3.857502 0.02 0.01 -0.03 0.308
H -0.034045 0.534893 0.503514 0.02 0.03 0.02 0.544
H 3.851282 -8.425359 4.772089 0.06 0.08 -0.05 0.398
H 0.014467 -6.065419 9.833009 0.01 0.00 0.00 0.348
H -3.200893 3.919189 -10.454254 0.00 0.01 -0.02 0.382
H -3.731398 -3.408476 1.795679 0.00 -0.01 0.03 0.438
H 4.214699 1.372459 -4.252473 0.03 0.01 -0.02 0.351
H 2.334458 -7.949250 5.533020 0.02 0.01 0.01 0.216
H -1.836961 3.314790 -5.021368 0.02 0.11 0.00 0.447
H 5.750645 -0.428373 -3.189183 0.02 0.02 -0.02 0.351
H -3.358794 3.731358 -8.700931 0.00 0.00 0.00 0.223
H -4.464856 -1.016212 0.476851 0.03 -0.06 -0.03 0.474
H 2.284456 8.277128 -1.249154 -0.01 0.01 0.00 0.392
H -3.774497 6.090983 -9.325441 0.02 0.02 0.00 0.274
H -4.131922 2.258984 1.356315 -0.05 0.06 -0.19 0.258
H -3.052555 -3.107164 -2.325332 -0.01 0.08 -0.07 0.414
H 1.766364 6.676644 -0.706262 0.00 0.02 0.02 0.256
H 5.232653 -1.959098 3.094763 -0.02 -0.02 -0.06 0.178
H -1.030830 -3.558554 -3.163841 0.01 -0.02 0.07 0.478
H -6.112340 4.783261 -8.503613 -0.06 0.01 -0.01 0.331
H 3.267780 -0.586216 -3.054446 -0.01 -0.02 -0.03 0.281
H -1.005612 -0.195501 -0.778389 0.05 -0.10 -0.03 -0.051
H 1.296975 -5.950258 4.737196 -0.05 -0.04 0.03 0.136
H 2.976628 6.824636 -1.987627 0.00 0.00 -0.01 0.312
H -2.382252 5.604752 -4.063000 -0.01 0.04 0.02 0.056
H 0.417365 -1.674211 3.275043 -0.04 -0.12 0.16 0.346
H 1.543830 -2.792435 2.531968 -0.04 -0.01 -0.01 0.336
H 2.445314 -0.689849 1.257801 0.13 0.03 -0.13 0.313
H 4.947215 2.603022 -3.218163 0.02 0.01 0.00 0.386
H -1.510175 -6.555723 9.085998 -0.03 0.02 0.01 0.375
H -4.665135 3.204620 -9.770331 0.01 -0.01 -0.03 0.340
H 3.194762 2.355444 -3.193838 0.00 0.01 0.00 0.303
H -3.314182 2.710577 -4.250052 0.02 -0.01 -0.04 0.329
H -3.515661 3.739338 -1.079937 -0.06 0.00 -0.36 0.371
H -5.707350 0.531501 2.162499 -0.11 0.10 0.00 0.376
H 5.740626 -0.628768 -1.433159 -0.01 0.01 0.00 0.307
H 4.210548 1.304187 -1.201922 -0.01 0.00 0.03 0.230
H -5.735805 6.702049 -10.699644 0.00 0.01 0.00 0.324
H -2.611017 -1.481073 -1.940357 -0.01 0.05 0.10 0.482
H -1.301272 -0.747943 2.181706 -0.07 0.01 0.07 0.798
H -0.181340 8.886235 -1.760008 0.03 0.00 0.01 0.411
H 7.293926 -0.579124 2.690755 -0.01 0.02 0.00 0.364
H -0.185367 -3.072209 1.095223 -0.02 -0.14 -0.07 0.570
H 3.563150 -6.462497 3.169665 -0.03 0.00 -0.05 0.281
H 4.321830 -0.690312 5.014506 -0.01 0.00 0.03 0.308
H 3.929296 -4.623938 4.787854 0.03 0.01 -0.01 0.184
H 0.441022 5.397593 -2.330190 0.01 -0.07 0.03 0.268
H -4.400332 6.175091 -5.387088 0.00 0.02 -0.02 0.363
```
Positions in Å, forces in eV/Å.

Computed properties:
charge	+1
orbital gap	8.82	eV

---

Record 3
Below is the ion C3H7NO3PS with charge -1 in a non-equilibrium geometry, with properties calculated with ωB97M-V with the def2-TZVPD basis set.

Geometry as XYZ:
```
16
Properties=species:S:1:pos:R:3:forces:R:3:nbo_charge:R:1
S -0.415924 1.865288 2.408304 0.14 0.07 0.80 -0.761
P 0.812666 0.366912 2.084543 0.62 -0.57 -1.13 2.080
O 1.551010 0.591453 0.634200 0.23 0.04 -0.36 -0.837
O 1.866622 -0.221750 2.949846 -0.71 0.42 0.30 -1.130
O -0.229040 -0.896797 1.632158 0.60 -0.38 1.40 -0.812
N -1.008518 -2.968143 2.158141 0.44 -0.40 1.23 -0.734
C -0.167656 0.640986 -1.095988 1.00 -0.78 1.99 -0.670
C 0.984830 1.486944 -0.351106 -3.58 -0.97 1.98 -0.111
C -0.471806 -1.889061 2.557301 -0.56 -0.35 -3.60 0.432
H -1.045337 -3.044782 1.148494 -0.28 0.53 -0.15 0.337
H 0.412385 2.160417 0.407020 1.05 0.20 -2.27 0.223
H -0.589661 1.044246 -2.014546 -0.43 0.50 0.42 0.194
H -0.153827 -1.754795 3.548166 0.20 0.53 1.28 0.174
H 0.289278 -0.293096 -1.407409 0.43 -0.25 -0.23 0.198
H 1.739066 1.918791 -0.997417 0.17 -0.02 0.14 0.172
H -0.869183 0.228823 -0.258319 0.69 1.43 -1.80 0.247
```
Positions in Å, forces in eV/Å.

Computed properties:
charge	-1
SMILES	[H]/N=C\O[P@]([O-])(=S)OCC
orbital gap	8.33	eV